Formula: C13H23BCl2O12PS2
Source: OMol25
Level of theory: ωB97M-V/def2-TZVPD

XYZ file:
```
54
C13H23BCl2O12PS2, DFT ωB97M-V/def2-TZVPD
C -2.32360 1.05261 1.88232
B -3.19227 1.88357 0.91941
O -4.46821 1.66737 0.62568
S -2.50781 3.49280 -0.08015
C -0.95327 2.98730 -0.96922
Cl -0.75905 1.23736 -0.94220
C -1.05591 3.57297 -2.38788
C -0.16609 2.89018 -3.41105
Cl -0.68189 5.31487 -2.21041
P -2.01792 4.93449 1.50587
O -2.02204 3.95628 2.77017
O -0.48837 5.16224 1.18002
S -3.24607 6.34562 1.48093
H -2.88250 0.96450 2.81844
H -2.20740 0.03694 1.49481
H -1.34160 1.46577 2.09545
H -5.09816 2.38890 0.53221
H -0.13412 3.45134 -0.42654
H -2.09717 3.53423 -2.70716
H -0.00577 3.57415 -4.24289
H -0.66747 2.00577 -3.80188
H 0.80240 2.60526 -3.00358
H -2.36499 4.40236 3.55782
H 0.10694 5.14600 1.94184
C 1.01641 -2.47252 -2.19016
C 1.82378 -2.61014 -3.46890
O 2.03560 -1.23444 -3.83912
C 1.93434 -0.47416 -2.74098
O 2.20910 0.68466 -2.66725
O 1.45527 -1.19429 -1.70108
H 1.21978 -3.23975 -1.44968
H -0.05755 -2.42378 -2.37368
H 2.79790 -3.06972 -3.30096
H 1.30540 -3.12748 -4.26952
C 2.80678 -0.18749 0.98837
C 2.34501 0.60011 2.20051
O 2.43962 -0.36730 3.24518
C 3.34063 -1.31740 2.87433
O 3.74358 -2.17546 3.58453
O 3.69123 -1.14643 1.57837
H 3.33725 0.40698 0.24944
H 1.99396 -0.72393 0.50404
H 3.00566 1.43855 2.43027
H 1.31700 0.94993 2.12788
C 0.56894 -5.46904 0.94691
C -0.62853 -5.55012 1.87741
O -1.57119 -4.68542 1.22243
C -1.25978 -4.62144 -0.08763
O -1.92662 -4.10752 -0.92802
O -0.05835 -5.20075 -0.31610
H 1.14611 -6.38559 0.87517
H 1.22935 -4.63692 1.19853
H -1.05134 -6.55354 1.92842
H -0.43696 -5.17848 2.87929
```

Its charge is +1. The value obtained for the calculated total energy is -95102.028 eV. Its spin multiplicity is 1. The lowest unoccupied orbital energy is -0.142 Ha. The calculation puts the HOMO energy at -13.1 eV.

***

Formula: C6H10N2O
Source: OMol25
Level of theory: ωB97M-V/def2-TZVPD

XYZ file:
```
19
C6H10N2O, DFT ωB97M-V/def2-TZVPD
C 0.40781 2.30635 0.69714
C 0.34404 -0.00608 1.44793
C 0.33780 -1.20426 0.39286
C -0.03010 -0.24795 -1.88230
C 1.13772 1.14609 0.97126
C -1.85408 -0.80656 -0.58936
N -0.16675 3.17550 0.25808
N -0.44757 -0.90537 -0.77031
O 2.50342 1.00164 0.81476
H -0.66972 0.35340 1.53987
H 0.84210 -0.57113 2.30048
H 1.43314 -1.32942 0.09388
H -0.11504 -2.05207 0.95457
H -0.73134 0.24412 -2.49810
H 0.96977 -0.02558 -1.95751
H -2.14071 -0.12347 0.14031
H -2.27076 -0.55566 -1.60210
H -2.27197 -1.78031 -0.29681
H 2.72225 1.38076 -0.01467
```

For the energy above the lowest of the compared OMol25 structures with the same formula, charge and spin, the calculation gives 450.2 kJ/mol. The value obtained for the calculated total energy is -11407.422 eV. Its spin multiplicity is 1. The lowest unoccupied orbital energy (alpha / beta) is 0.024 / -0.021 Ha. The calculation puts the HOMO energy (alpha / beta) at -8.0 / -6.2 eV.